Record 1
Here is the ion C6H12Cl2N3 with charge +1 from OMol25. Energies are from ωB97M-V/def2-TZVPD.

## Properties
Net charge: +1
Calculated total energy, eV: -35920.466
Highest occupied orbital energy (alpha / beta), eV: -12.46 / -11.76
Largest force on an atom, Eh/bohr: 0.078
2S+1: 1

XYZ file:
```
23
Properties=species:S:1:pos:R:3:mulliken_charge:R:1
Cl -3.689 0.177 -0.477 -0.2096
Cl -0.760 -1.673 -1.516 -0.0030
N -1.079 1.135 -0.976 -0.2597
N -1.572 -0.166 1.271 -0.3531
N 0.975 0.107 -0.583 -0.0559
C 1.664 -2.225 -0.241 -1.4630
C -2.032 0.665 0.386 -0.1981
C -2.046 -1.431 1.557 -0.8443
C 0.852 2.536 -1.143 -1.5037
C 0.232 1.209 -1.024 0.5542
C 0.682 -1.214 -0.620 0.7676
H -2.296 -1.888 0.657 0.4293
H -2.237 1.656 0.632 0.5328
H 0.607 3.248 -0.363 0.4073
H 0.450 3.160 -1.953 0.3944
H -1.234 -2.162 2.058 0.1903
H 1.226 -3.124 -0.484 0.4286
H 2.546 -1.899 -0.608 0.4670
H 1.861 2.456 -1.042 0.4058
H -1.532 1.986 -1.325 0.2938
H 1.725 -2.207 0.796 0.4193
H -3.030 -1.209 2.114 0.3491
H 1.857 0.241 -0.156 0.2509
```

Record 2
Here is a structure of composition C27H39N2O5Pr from OMol25. Energies are from ωB97M-V/def2-TZVPD.

## Properties
Net charge: 0
Calculated total energy, eV: -55918.953
Highest occupied orbital energy (alpha / beta), eV: -8.08 / -8.20
Largest force on an atom, Eh/bohr: 0.062
2S+1: 3

XYZ file:
```
74
Properties=species:S:1:pos:R:3:mulliken_charge:R:1
Pr -0.406 -0.766 0.921 0.1321
O 0.510 1.048 2.297 -0.9064
O -0.004 0.912 7.066 -0.6343
O -1.245 -2.526 4.360 -0.6770
O 1.613 0.987 -2.332 -0.4632
O 0.263 -0.315 -4.794 -0.4761
N -0.313 -0.691 3.377 0.3279
N -0.496 -0.830 5.711 0.0644
C 2.163 -2.053 1.056 -0.7484
C 2.170 1.229 4.956 -1.0508
C -2.791 -1.798 0.296 -0.7335
C -2.874 0.475 0.684 -0.8302
C 0.437 -3.151 -0.047 -0.3927
C 0.025 0.434 5.941 -0.3485
C 0.189 0.861 -5.701 -0.5091
C 0.344 0.365 -2.270 1.6967
C -1.024 -2.074 -5.950 -1.6358
C -2.855 -0.520 -0.335 -0.3886
C 1.602 -2.328 -0.236 -0.6636
C 0.627 1.200 4.736 2.2872
C 0.286 -3.378 1.356 -0.6002
C -2.871 -0.183 1.946 -0.4126
C 0.056 2.650 4.723 -0.9984
C 0.130 -0.001 -6.947 -0.7683
C 1.293 2.399 -2.192 -0.2828
C 0.216 -1.197 -5.971 1.3019
C 1.347 -2.706 2.033 -0.2713
C 1.515 -1.953 -6.163 -1.6113
C -1.457 2.713 4.611 -1.1434
C 2.930 2.053 3.941 -1.2258
C -0.082 2.614 -2.820 -0.6167
C -2.822 -1.592 1.711 -0.4039
C 0.266 0.501 3.440 0.3086
C -0.730 -1.425 4.468 -0.0863
C -0.797 1.348 -2.232 -0.1259
H -1.644 0.973 -2.810 0.2998
H -0.186 -3.596 -0.823 0.6052
H -1.814 2.320 3.650 0.1145
H 2.432 2.004 2.969 0.2594
H 1.192 2.618 -1.107 0.0620
H 2.986 3.101 4.252 0.3237
H -0.619 3.508 -2.485 0.4248
H -2.837 -2.373 2.474 0.5458
H -0.866 -2.919 -5.264 0.3397
H 2.038 -2.023 -1.192 0.6130
H -0.743 1.393 -5.483 0.3161
H 1.068 1.520 -5.632 0.2434
H -1.189 1.508 -1.217 0.0349
H -1.769 3.761 4.666 0.4965
H -0.814 0.076 -7.483 0.3055
H 1.569 -2.793 3.101 0.5056
H 0.388 3.129 5.663 0.4299
H -0.085 2.559 -3.919 0.0991
H -2.747 -2.763 -0.213 0.5184
H 1.508 -2.852 -5.532 0.3474
H -1.931 -1.506 -5.685 0.3433
H 0.222 -0.554 -1.641 -0.7064
H -2.960 0.315 2.916 0.6103
H -0.849 -1.340 6.514 0.3070
H 2.352 -1.262 -5.978 0.3663
H 3.953 1.680 3.841 0.3563
H 2.544 0.197 4.961 0.4129
H 3.074 -1.481 1.272 0.4602
H -1.950 2.180 5.435 0.2850
H -1.217 -2.507 -6.940 0.3833
H 0.999 0.076 -7.595 0.3278
H 0.353 0.023 -3.330 -0.3770
H 0.521 3.190 3.885 0.4017
H 2.349 1.622 5.967 0.5398
H -2.885 1.556 0.531 0.4987
H -0.476 -3.979 1.850 0.4375
H -2.938 -0.330 -1.406 0.5549
H 2.141 2.940 -2.639 0.4105
H 1.617 -2.277 -7.212 0.3894
```

Record 3
Here is a structure of composition C6H9N from OMol25. Energies are from ωB97M-V/def2-TZVPD.

## Properties
Net charge: 0
Calculated total energy, eV: -7854.162
Highest occupied orbital energy, eV: -7.32
Largest force on an atom, Eh/bohr: 0.007
2S+1: 1

XYZ file:
```
16
Properties=species:S:1:pos:R:3:mulliken_charge:R:1
N -1.051 0.159 0.206 0.0179
C -0.324 1.306 0.413 -0.4482
C 1.260 -0.762 -0.511 -0.6921
C 0.484 1.181 -0.694 -0.1011
C -0.164 -0.209 -0.873 -0.2764
C 1.916 0.642 -0.572 -0.4838
C -2.064 -0.534 0.945 -0.8112
H -2.556 0.163 1.630 0.3081
H -0.640 -0.589 -1.782 0.4444
H 1.628 -1.472 -1.257 0.3007
H -0.335 1.919 1.313 0.4350
H 2.461 0.944 0.328 0.2646
H 1.285 -1.232 0.477 0.2548
H -2.826 -0.954 0.279 0.2694
H -1.634 -1.351 1.544 0.2941
H 2.559 0.791 -1.445 0.2237
```

Question: Look up the 2S+1 of the third one.
Answer: 1